{"formula": "C2H2ClNO", "method": "wB97M-V/def2-TZVPD", "elements": ["C", "N", "C", "O", "Cl", "H", "H"], "xyz": [[-1.265, 0.004, 0.088], [-0.263, -0.727, 0.160], [1.428, -0.309, 0.011], [2.224, -1.151, -0.163], [1.461, 1.430, 0.042], [-2.301, -0.407, 0.149], [-1.284, 1.161, -0.288]], "largest_force_ev_per_a": 4.501, "gap_ha": 0.354, "e_tot_ha": -667.5194, "homo_ha": -0.350}

***

{"formula": "C34H29FeN5O4Se3", "method": "wB97M-V/def2-TZVPD", "elements": ["Fe", "O", "C", "C", "C", "C", "N", "C", "C", "C", "C", "C", "C", "O", "C", "C", "N", "H", "H", "H", "H", "H", "H", "H", "H", "H", "H", "H", "H", "Se", "Se", "C", "C", "C", "C", "C", "N", "C", "C", "C", "C", "C", "N", "H", "H", "H", "H", "H", "H", "H", "H", "O", "C", "O", "C", "C", "C", "C", "C", "N", "H", "H", "H", "H", "Se", "C", "C", "C", "C", "C", "C", "H", "H", "H", "H", "H"], "xyz": [[0.051, -0.411, 1.242], [3.623, -5.189, -2.095], [2.440, -5.570, -1.425], [1.864, -4.365, -0.736], [0.958, -4.501, 0.307], [0.426, -3.369, 0.892], [0.759, -2.136, 0.507], [1.630, -1.996, -0.503], [2.198, -3.084, -1.143], [1.901, -0.595, -0.892], [2.920, -0.231, -1.756], [3.116, 1.105, -2.069], [4.210, 1.555, -3.006], [3.713, 2.377, -4.045], [2.261, 2.036, -1.493], [1.267, 1.601, -0.639], [1.077, 0.310, -0.348], [4.036, -5.968, -2.479], [2.624, -6.354, -0.684], [1.693, -5.950, -2.133], [0.663, -5.477, 0.671], [-0.285, -3.441, 1.703], [2.899, -2.953, -1.953], [3.577, -0.984, -2.167], [4.756, 0.689, -3.393], [4.920, 2.173, -2.455], [3.198, 1.840, -4.656], [2.373, 3.091, -1.702], [0.605, 2.302, -0.150], [-3.170, -0.720, 2.951], [-3.255, -2.649, 1.715], [-2.697, -1.999, -0.004], [-3.384, -2.601, -1.056], [-3.050, -2.280, -2.355], [-2.053, -1.340, -2.550], [-1.444, -0.782, -1.445], [-1.727, -1.097, -0.168], [-1.530, -1.149, 3.850], [-1.569, -1.261, 5.230], [-0.412, -1.615, 5.906], [0.720, -1.892, 5.164], [0.666, -1.762, 3.789], [-0.428, -1.361, 3.121], [-4.177, -3.305, -0.840], [-3.571, -2.735, -3.191], [-1.752, -1.022, -3.539], [-0.682, -0.038, -1.592], [-2.499, -1.088, 5.754], [-0.408, -1.700, 6.986], [1.649, -2.193, 5.631], [1.542, -1.954, 3.187], [3.058, 1.113, 3.383], [2.042, 0.857, 2.768], [1.833, -0.153, 2.002], [0.841, 1.776, 2.888], [0.929, 2.952, 3.610], [-0.199, 3.740, 3.749], [-1.379, 3.306, 3.169], [-1.381, 2.122, 2.455], [-0.293, 1.360, 2.299], [1.886, 3.203, 4.048], [-0.164, 4.668, 4.305], [-2.297, 3.873, 3.257], [-2.290, 1.767, 1.995], [-2.240, 2.375, -0.725], [-2.615, 3.394, -2.250], [-2.126, 4.701, -2.366], [-2.429, 5.457, -3.484], [-3.210, 4.915, -4.499], [-3.693, 3.616, -4.397], [-3.404, 2.858, -3.277], [-1.515, 5.110, -1.572], [-2.058, 6.469, -3.567], [-3.444, 5.510, -5.372], [-4.303, 3.200, -5.188], [-3.789, 1.852, -3.176]], "largest_force_ev_per_a": 1.048, "gap_ha": [0.293, 0.238], "multiplicity": 2, "total_charge": 1, "e_tot_ha": -10355.6536, "homo_ha": [-0.399, -0.396], "s2": 0.7657}

***

{"formula": "C6H13O2", "method": "wB97M-V/def2-TZVPD", "elements": ["C", "C", "O", "O", "H", "H", "H", "C", "C", "C", "C", "H", "H", "H", "H", "H", "H", "H", "H", "H", "H"], "xyz": [[-0.178, -0.098, 3.083], [1.257, 0.289, 3.089], [1.827, -0.759, 3.572], [1.835, 1.312, 2.753], [-0.745, 0.862, 2.921], [-0.634, -0.457, 4.076], [-0.524, -0.896, 2.392], [-0.128, 0.381, -1.314], [0.505, -0.965, -0.694], [0.417, 0.534, -2.824], [-1.622, 0.200, -1.336], [0.196, 1.007, -0.417], [-0.292, -1.466, -0.336], [0.880, 1.502, -2.834], [1.163, -0.195, -3.047], [-0.252, 0.468, -3.683], [-2.058, -0.156, -0.416], [-2.095, 1.158, -1.705], [1.182, -0.721, 0.139], [1.260, -1.473, -1.239], [-1.994, -0.529, -2.180]], "largest_force_ev_per_a": 5.327, "gap_ha": 0.245, "total_charge": -1, "e_tot_ha": -386.8671, "homo_ha": -0.122}

***

{"formula": "C31H53BClIN5O2SSi", "method": "wB97M-V/def2-TZVPD", "elements": ["C", "B", "O", "C", "N", "N", "C", "S", "C", "N", "C", "C", "O", "Cl", "C", "N", "C", "C", "C", "C", "C", "C", "C", "C", "C", "Si", "C", "C", "C", "C", "C", "C", "C", "C", "C", "C", "C", "I", "H", "H", "H", "H", "H", "H", "H", "H", "H", "H", "H", "H", "H", "H", "H", "H", "H", "H", "H", "H", "H", "H", "H", "H", "H", "H", "H", "H", "H", "H", "H", "H", "H", "H", "H", "H", "H", "H", "H", "H", "H", "H", "H", "H", "H", "H", "C", "C", "C", "C", "N", "H", "H", "H", "H", "H", "H", "H"], "xyz": [[-1.913, 0.504, 4.896], [-0.679, -0.319, 4.344], [-0.253, -1.408, 5.058], [0.058, 0.184, 2.992], [1.458, 0.696, 3.297], [1.531, 1.114, 4.694], [1.618, 2.345, 4.829], [2.098, 3.796, 4.873], [2.593, -0.198, 2.907], [2.823, -1.297, 3.810], [3.870, 0.689, 2.967], [5.117, -0.150, 2.823], [5.248, -1.106, 2.116], [6.512, 0.417, 3.787], [2.419, -0.644, 1.410], [1.084, -0.393, 0.858], [0.017, -0.815, 1.781], [0.108, -2.306, 2.175], [0.648, -3.294, 1.117], [0.261, -3.053, -0.351], [-0.872, -3.917, -0.909], [-1.113, -3.626, -2.402], [0.163, -3.672, -3.283], [0.698, -2.270, -3.725], [2.045, -1.905, -3.071], [3.009, -0.479, -3.850], [4.873, -0.792, -3.861], [2.521, -0.139, -5.654], [2.726, 1.170, -2.940], [1.817, 1.263, -1.909], [1.585, 2.462, -1.279], [2.267, 3.582, -1.678], [3.194, 3.481, -2.676], [3.433, 2.295, -3.311], [-1.383, -0.605, 1.169], [-1.526, 0.654, 0.277], [-1.722, 0.282, -1.191], [-3.384, 1.658, 0.860], [-2.714, -0.131, 5.276], [-1.518, 1.054, 5.760], [-2.269, 1.246, 4.182], [-1.021, -1.929, 5.322], [-0.500, 1.062, 2.659], [1.578, 1.555, 2.751], [2.207, -1.308, 4.617], [2.759, -2.192, 3.344], [3.884, 1.430, 2.157], [3.946, 1.243, 3.903], [3.098, -0.051, 0.801], [2.743, -1.674, 1.304], [1.049, 0.615, 0.736], [0.672, -2.484, 3.087], [-0.910, -2.615, 2.421], [0.259, -4.278, 1.393], [1.730, -3.418, 1.156], [1.138, -3.293, -0.949], [0.013, -2.024, -0.588], [-1.789, -3.587, -0.400], [-0.763, -4.981, -0.697], [-1.764, -4.430, -2.753], [-1.669, -2.699, -2.547], [0.936, -4.225, -2.746], [-0.058, -4.264, -4.170], [0.786, -2.309, -4.807], [-0.059, -1.544, -3.422], [2.693, -2.788, -3.125], [1.910, -1.719, -2.003], [5.327, -0.052, -4.523], [5.115, -1.796, -4.206], [5.323, -0.622, -2.881], [1.538, -0.528, -5.914], [2.455, 0.944, -5.783], [3.292, -0.474, -6.346], [1.295, 0.359, -1.620], [0.842, 2.539, -0.490], [2.049, 4.522, -1.191], [3.717, 4.384, -2.964], [4.175, 2.251, -4.098], [-1.681, -1.459, 0.564], [-2.136, -0.547, 1.956], [-0.770, 1.418, 0.426], [-1.743, 1.166, -1.823], [-0.947, -0.400, -1.546], [-2.665, -0.258, -1.266], [-9.264, 3.873, -0.224], [-8.037, 3.558, 0.624], [-6.720, 3.903, -0.081], [-6.579, 3.129, -1.320], [-6.463, 2.514, -2.290], [-9.277, 3.284, -1.141], [-10.176, 3.641, 0.326], [-9.292, 4.930, -0.495], [-8.045, 2.498, 0.886], [-8.092, 4.119, 1.559], [-5.873, 3.674, 0.568], [-6.684, 4.966, -0.322]], "largest_force_ev_per_a": 2.466, "gap_ha": 0.248, "total_charge": 1, "e_tot_ha": -3107.4624, "homo_ha": -0.421}